{
  "formula": "C30H88O14",
  "method": "ωB97M-V/def2-TZVPD",
  "species": ["C", "C", "C", "O", "H", "H", "H", "H", "H", "H", "H", "H", "C", "C", "C", "O", "H", "H", "H", "H", "H", "H", "H", "H", "C", "C", "C", "O", "H", "H", "H", "H", "H", "H", "H", "H", "C", "C", "C", "O", "H", "H", "H", "H", "H", "H", "H", "H", "C", "C", "C", "O", "H", "H", "H", "H", "H", "H", "H", "H", "C", "C", "C", "O", "H", "H", "H", "H", "H", "H", "H", "H", "C", "C", "O", "H", "H", "H", "H", "H", "H", "C", "C", "O", "H", "H", "H", "H", "H", "H", "C", "C", "O", "H", "H", "H", "H", "H", "H", "C", "C", "O", "H", "H", "H", "H", "H", "H", "C", "O", "H", "H", "H", "H", "C", "O", "H", "H", "H", "H", "C", "O", "H", "H", "H", "H", "C", "O", "H", "H", "H", "H"],
  "coordinates": [[4.155, -0.338, -0.794], [3.202, -0.589, -1.908], [3.723, -1.682, -2.845], [1.843, -0.974, -1.426], [4.176, -1.189, -0.110], [3.866, 0.549, -0.233], [5.163, -0.230, -1.197], [3.029, 0.310, -2.501], [2.994, -2.009, -3.582], [4.003, -2.550, -2.226], [4.638, -1.365, -3.350], [1.945, -1.855, -0.983], [1.981, 4.737, -3.869], [2.943, 4.456, -2.716], [3.174, 2.947, -2.580], [4.247, 5.065, -2.990], [2.433, 4.370, -4.799], [1.798, 5.806, -4.017], [1.034, 4.203, -3.776], [2.549, 4.803, -1.750], [3.600, 2.534, -3.497], [2.183, 2.482, -2.451], [3.786, 2.676, -1.722], [4.188, 6.017, -2.832], [-5.513, 0.377, -1.455], [-4.931, -0.555, -0.408], [-3.509, -0.140, -0.048], [-5.749, -0.529, 0.801], [-6.536, 0.122, -1.739], [-4.855, 0.510, -2.310], [-5.594, 1.374, -0.990], [-4.891, -1.592, -0.778], [-3.064, -0.765, 0.728], [-3.473, 0.894, 0.316], [-2.871, -0.219, -0.933], [-6.615, -0.895, 0.587], [-1.440, -0.806, -4.917], [-0.113, -0.677, -4.205], [0.889, 0.111, -5.028], [-0.353, -0.005, -2.962], [-1.963, 0.151, -4.950], [-2.078, -1.496, -4.358], [-1.307, -1.199, -5.923], [0.281, -1.682, -3.997], [1.128, -0.422, -5.950], [1.809, 0.286, -4.472], [0.443, 1.079, -5.271], [0.358, -0.285, -2.349], [-1.709, -3.922, -3.086], [-1.352, -4.385, -1.668], [-0.887, -3.223, -0.830], [-2.542, -4.959, -1.035], [-2.466, -3.133, -3.045], [-2.092, -4.768, -3.670], [-0.845, -3.537, -3.635], [-0.579, -5.162, -1.810], [0.014, -2.784, -1.255], [-0.648, -3.540, 0.186], [-1.680, -2.474, -0.807], [-2.914, -5.599, -1.654], [-0.010, -3.365, 5.182], [0.506, -4.155, 4.000], [-0.111, -5.543, 3.902], [0.312, -3.420, 2.761], [0.360, -2.342, 5.169], [0.241, -3.832, 6.134], [-1.104, -3.280, 5.110], [1.597, -4.249, 4.097], [0.257, -6.043, 3.002], [-1.205, -5.505, 3.843], [0.148, -6.168, 4.760], [-0.658, -3.255, 2.677], [0.043, 1.445, 2.313], [0.426, 0.534, 1.167], [1.395, 1.211, 0.309], [0.902, 1.817, 2.871], [-0.585, 0.850, 2.989], [-0.615, 2.257, 1.987], [-0.459, 0.294, 0.553], [0.859, -0.409, 1.516], [1.680, 0.541, -0.344], [-1.000, 2.991, -1.052], [-2.053, 2.858, -2.152], [-1.519, 2.525, -3.449], [-1.379, 3.526, -0.179], [-0.127, 3.535, -1.425], [-0.616, 2.004, -0.788], [-2.635, 3.778, -2.239], [-2.754, 2.058, -1.841], [-1.082, 1.645, -3.388], [3.993, -0.167, 2.778], [4.465, 0.931, 3.724], [3.444, 1.937, 3.865], [3.136, -0.682, 3.208], [4.762, -0.916, 2.562], [3.624, 0.261, 1.840], [5.363, 1.390, 3.306], [4.562, 0.520, 4.727], [3.463, 2.454, 3.036], [2.642, 5.378, 2.545], [2.128, 4.422, 1.484], [2.934, 3.248, 1.439], [3.647, 5.710, 2.276], [2.668, 4.940, 3.538], [1.984, 6.255, 2.559], [2.101, 4.931, 0.514], [1.095, 4.134, 1.739], [2.376, 2.563, 0.985], [2.814, -4.225, 0.556], [2.125, -3.005, 0.660], [3.156, -4.577, 1.543], [2.147, -5.021, 0.199], [3.692, -4.083, -0.065], [1.626, -2.988, 1.516], [-4.040, 0.651, 3.662], [-4.229, -0.664, 3.162], [-4.991, 1.136, 3.901], [-3.405, 0.622, 4.542], [-3.530, 1.276, 2.914], [-4.846, -0.588, 2.398], [-3.151, 4.243, 2.158], [-3.258, 5.414, 1.348], [-3.168, 3.349, 1.517], [-2.241, 4.278, 2.747], [-3.993, 4.143, 2.862], [-4.023, 5.321, 0.777], [-3.210, -3.520, 1.639], [-2.426, -2.678, 2.478], [-2.708, -4.468, 1.531], [-4.194, -3.668, 2.108], [-3.395, -3.022, 0.688], [-2.958, -1.860, 2.620]],
  "lowdin_charge": [-0.05, -0.43, -0.04, -0.12, 0.08, 0.06, 0.10, 0.10, 0.07, 0.08, 0.09, 0.08, -0.06, -0.45, -0.06, -0.07, 0.08, 0.08, 0.07, 0.12, 0.08, 0.07, 0.08, 0.08, -0.05, -0.44, -0.06, -0.07, 0.08, 0.08, 0.09, 0.14, 0.06, 0.08, 0.08, 0.10, -0.04, -0.49, -0.04, -0.08, 0.08, 0.05, 0.09, 0.12, 0.09, 0.06, 0.09, 0.06, -0.06, -0.44, -0.04, -0.06, 0.07, 0.08, 0.07, 0.14, 0.07, 0.07, 0.08, 0.08, -0.06, -0.46, -0.05, -0.10, 0.08, 0.08, 0.08, 0.14, 0.08, 0.08, 0.08, 0.06, -0.06, -0.25, -0.13, 0.07, 0.08, 0.05, 0.10, 0.11, 0.04, -0.06, -0.29, -0.11, 0.06, 0.07, 0.04, 0.11, 0.08, 0.03, -0.09, -0.29, -0.11, 0.07, 0.08, 0.04, 0.11, 0.11, 0.03, -0.08, -0.31, -0.12, 0.08, 0.07, 0.08, 0.10, 0.10, 0.05, -0.15, -0.17, 0.08, 0.08, 0.07, 0.06, -0.13, -0.15, 0.08, 0.08, 0.06, 0.05, -0.17, -0.12, 0.05, 0.08, 0.08, 0.07, -0.14, -0.16, 0.07, 0.09, 0.05, 0.05],
  "mol_weight_g_mol": 673.0,
  "e_tot_ha": -2249.1103,
  "relative_energy_kcal_mol": 1.3,
  "orbital_gap_ev": 9.8
}